(1)
Computed, not measured: the ion H2NO4S with charge -1, with the ωB97M-V functional and the def2-TZVPD basis.

Results
**ΔE to the lowest compared entry with this formula, charge and spin**: 0.000 eV
**Highest occupied orbital energy**: -4.91 eV
**Structure (SMILES)**: NOS(=O)(=O)[O-]
**Net charge**: -1

Cartesian coordinates (Å):
N -0.03 0.66 -1.39
O 0.99 0.62 -0.39
S 0.21 -0.45 0.96
O 1.17 -0.45 2.01
O -1.06 0.31 1.23
O 0.00 -1.69 0.29
H -0.78 1.27 -1.20
H -0.49 -0.28 -1.53

=====

(2)
Computed, not measured: a cluster of 2 separate species, H2NOP in total, with the ωB97M-V functional and the def2-TZVPD basis.

Results
**ΔE to the lowest compared entry with this formula, charge and spin**: 6.765 eV
**Highest occupied orbital energy (spin up / spin down)**: -8.91 / -8.28 eV

Cartesian coordinates (Å):
N 0.26 -0.11 0.36
O -1.90 1.39 2.29
P 0.20 -0.01 2.00
H -0.52 0.48 -0.14
H 1.01 -0.52 -0.16

=====

(3)
Computed, not measured: a cluster of 2 separate species, H2NOS in total, with the ωB97M-V functional and the def2-TZVPD basis.

Results
**ΔE to the lowest compared entry with this formula, charge and spin**: 2.940 eV
**Highest occupied orbital energy (spin up / spin down)**: -3.05 / -2.60 eV
**Net charge**: -1

Cartesian coordinates (Å):
N 0.75 0.00 -0.34
O 1.57 0.14 0.56
S -1.15 -0.27 0.31
H 0.14 1.77 -1.09
H -1.32 -1.64 0.55

=====

(4)
Computed, not measured: a cluster of 2 separate species, H2NOS in total, with the ωB97M-V functional and the def2-TZVPD basis.

Results
**ΔE to the lowest compared entry with this formula, charge and spin**: 2.971 eV
**Highest occupied orbital energy (spin up / spin down)**: -2.90 / -2.12 eV
**Net charge**: -1

Cartesian coordinates (Å):
N 0.45 -0.76 0.07
O 1.30 -0.30 0.77
S -1.39 -0.11 0.33
H 0.95 -0.06 -1.73
H -1.31 1.23 0.57

=====

(5)
Computed, not measured: the ion H2O with charge -1, with the ωB97M-V functional and the def2-TZVPD basis.

Results
**ΔE to the lowest compared entry with this formula, charge and spin**: 0.000 eV
**Highest occupied orbital energy (spin up / spin down)**: 1.80 / -5.67 eV
**Net charge**: -1
**Multiplicity**: 2

Cartesian coordinates (Å):
H -0.52 -0.57 0.02
H 0.18 0.76 0.01
O 0.34 -0.19 -0.04

=====

(6)
Computed, not measured: the ion H2O2P with charge -1, with the ωB97M-V functional and the def2-TZVPD basis.

Results
**ΔE to the lowest compared entry with this formula, charge and spin**: 0.000 eV
**Highest occupied orbital energy**: -4.37 eV
**Structure (SMILES)**: O=[PH2][O-]
**Net charge**: -1

Cartesian coordinates (Å):
O 1.59 -1.29 0.00
P 0.84 0.00 0.00
O 1.58 1.28 -0.01
H -0.11 -0.07 1.11
H 0.06 0.09 -1.05

=====

(7)
Computed, not measured: a structure of composition H2O2Rb, with the ωB97M-V functional and the def2-TZVPD basis.

Results
**ΔE to the lowest compared entry with this formula, charge and spin**: 0.378 eV
**Highest occupied orbital energy**: -2.64 eV
**Net charge**: -1

Cartesian coordinates (Å):
Rb 23.32 -25.37 -6.50
O 22.77 -23.60 -4.47
H 23.56 -23.63 -3.92
O 22.11 -23.12 -7.62
H 22.00 -23.43 -8.53

=====

(8)
Computed, not measured: an isolated molecule of H2O2Si2, with the ωB97M-V functional and the def2-TZVPD basis.

Results
**ΔE to the lowest compared entry with this formula, charge and spin**: 0.427 eV
**Highest occupied orbital energy**: -8.37 eV

Cartesian coordinates (Å):
O -0.02 -1.77 -0.29
O -0.58 0.35 0.83
Si 0.57 -0.77 0.64
Si -2.03 -0.24 0.08
H 1.87 -0.15 0.84
H -1.72 -0.08 -1.39

=====

(9)
Computed, not measured: a structure of composition H2O2Sn, with the ωB97M-V functional and the def2-TZVPD basis.

Results
**Highest occupied orbital energy (spin up / spin down)**: -2.99 / -4.18 eV
**Net charge**: -1
**Multiplicity**: 2

Cartesian coordinates (Å):
Sn -4.04 3.21 18.95
O -1.31 2.74 19.96
H -0.80 3.00 19.17
O -4.62 2.28 21.73
H -5.20 2.97 22.10

=====

(10)
Computed, not measured: a cluster of 2 separate species, H2O4P2 in total, with the ωB97M-V functional and the def2-TZVPD basis.

Results
**ΔE to the lowest compared entry with this formula, charge and spin**: 5.853 eV
**Highest occupied orbital energy (spin up / spin down)**: 0.33 / 0.30 eV
**Net charge**: -2

Cartesian coordinates (Å):
O 2.02 -0.42 0.91
O -3.09 -0.48 -1.09
O 1.74 0.72 -1.38
O -0.93 1.85 0.95
P 1.19 -0.12 -0.31
P -0.87 0.51 0.38
H 0.66 -1.37 -0.62
H -0.71 -0.69 1.16

=====

(11)
Computed, not measured: a structure of composition H2O4P2, with the ωB97M-V functional and the def2-TZVPD basis.

Results
**ΔE to the lowest compared entry with this formula, charge and spin**: 0.497 eV
**Highest occupied orbital energy**: 0.09 eV
**Net charge**: -2

Cartesian coordinates (Å):
O 0.13 -1.85 -1.26
O -1.89 0.61 1.02
O 1.01 -1.60 1.15
O -1.10 1.63 -1.18
P 0.47 -0.94 -0.14
P -0.82 0.83 0.05
H 1.89 0.04 -0.56
H 0.30 1.28 0.92

=====

(12)
Computed, not measured: a cluster of 2 separate species, H2O4P2 in total, with the ωB97M-V functional and the def2-TZVPD basis.

Results
**ΔE to the lowest compared entry with this formula, charge and spin**: 0.267 eV
**Highest occupied orbital energy (spin up / spin down)**: 2.91 / -0.24 eV
**Net charge**: -2
**Multiplicity**: 3

Cartesian coordinates (Å):
O 2.03 1.53 -1.26
O 1.50 -1.95 1.26
O 2.59 1.44 1.17
O 2.37 -1.69 -1.16
P 1.76 0.97 0.08
P 1.47 -1.21 -0.02
H -0.71 0.87 0.70
H 0.01 -0.87 -0.47